Version 1
Here is a structure of composition C4H5NOS from OMol25. Energies are from ωB97M-V with the def2-TZVPD basis set.

## Properties
highest occupied orbital energy	-9.0	eV

Structure (ORCA input):
```
! RIJCOSX wB97M-V def2-TZVPD def2/J DEFGRID3
* xyz 0 1
C -0.7698 -0.5768 -0.2738
S 0.1245 0.8197 2.9228
C 0.0951 0.6554 -0.0856
C 1.5809 0.6495 -0.4244
H -0.0551 -1.3168 -0.7385
C 0.6382 0.7458 1.3893
H 2.8164 0.9633 1.2770
H -0.4143 1.5396 -0.5964
N 1.9147 0.7340 0.9105
H -1.2706 -0.8615 0.6961
H -1.6320 -0.3249 -0.8685
O 2.1753 0.6967 -1.4263
*
```

Results of the natural (NBO) charge analysis, in e, for atoms 1 through 2:
1 C -0.62
2 S -0.02

=====

Version 2
Here is the molecule C4H5NOS from OMol25. Energies are from ωB97M-V with the def2-TZVPD basis set.

## Properties
highest occupied orbital energy	-8.6	eV

Structure (ORCA input):
```
! RIJCOSX wB97M-V def2-TZVPD def2/J DEFGRID3
* xyz 0 1
H 0.2570 -1.0849 1.0738
C -2.4436 -1.2936 -0.5752
C -0.3512 -0.2604 0.6777
H 0.4332 2.3920 0.3195
C 1.8476 0.2270 -0.4163
N 0.6190 0.5857 -0.0071
C -1.4717 -0.7943 -0.0669
H -3.3153 -1.6976 -1.0656
S 2.4928 -1.2607 -0.1643
O 0.2304 1.8396 -0.3933
H -0.6492 0.3141 1.5757
H 2.3511 1.0333 -0.9579
*
```

Results of the natural (NBO) charge analysis, in e, for atoms 1 through 2:
1 H 0.28
2 C -0.19

=====

Energy comparison, zero being the most stable, in hartree: version 1 0.0000; version 2 0.1165.

=====

Version 1
Here is the molecule C3H5NOS from OMol25. Energies are from ωB97M-V with the def2-TZVPD basis set.

## Properties
highest occupied orbital energy	-8.9	eV

Structure (ORCA input):
```
! RIJCOSX wB97M-V def2-TZVPD def2/J DEFGRID3
* xyz 0 1
C 0.4088 1.2503 -0.1740
H -0.5603 1.4322 -0.6124
N 0.5882 -0.1300 0.1517
C 1.9163 -0.5285 0.6435
C -0.4680 -0.9925 0.1423
H -0.2398 -2.0080 0.5342
O 1.3046 2.0558 -0.0127
H 1.9853 -1.6262 0.8054
S -1.9797 -0.7164 -0.4277
H 2.0711 0.0353 1.5662
H 2.7214 -0.2824 -0.0807
*
```

Results of the natural (NBO) charge analysis, in e, for atoms 1 through 2:
1 C 0.54
2 H 0.17

=====

Version 2
Here is the molecule C3H5NOS from OMol25. Energies are from ωB97M-V with the def2-TZVPD basis set.

## Properties
highest occupied orbital energy	-9.5	eV

Structure (ORCA input):
```
! RIJCOSX wB97M-V def2-TZVPD def2/J DEFGRID3
* xyz 0 1
C 0.5481 -0.1233 -0.3176
H 2.3145 -0.8919 -0.5430
S -2.2218 0.1611 -0.1033
H 0.5691 -0.1991 -1.3481
C 0.6451 1.3391 -0.0734
H -1.8567 1.2859 0.4149
H -0.6362 -0.7378 1.3681
C -0.7186 -0.6850 0.2987
O 1.6454 -0.8418 0.1607
N 0.4401 2.4552 0.1539
H -0.7290 -1.7622 -0.0108
*
```

Results of the natural (NBO) charge analysis, in e, for atoms 1 through 2:
1 C 0.00
2 H 0.48

=====

Version 3
Here is a cluster of 2 separate species, C3H5NOS in total from OMol25. Energies are from ωB97M-V with the def2-TZVPD basis set.

## Properties
highest occupied orbital energy (spin up / spin down)	-8.4 / -8.4	eV

Structure (ORCA input):
```
! RIJCOSX wB97M-V def2-TZVPD def2/J DEFGRID3
* xyz 0 1
C 0.5146 -0.0454 -0.8956
C 0.8939 0.9396 0.1155
N -0.5234 0.9974 0.4941
C -0.8753 -0.0475 -0.2707
H -1.0342 1.4422 1.1817
S -0.7113 -2.2705 1.1150
H -1.9530 -0.2127 -0.6823
H 0.9253 -1.1733 -0.9569
O 1.8872 1.5124 0.3857
H 0.2968 -1.5305 1.4103
H 0.5795 0.3883 -1.8968
*
```

Results of the natural (NBO) charge analysis, in e, for atoms 1 through 2:
1 C -0.59
2 C 0.70

=====

Version 4
Here is the molecule C3H5NOS from OMol25. Energies are from ωB97M-V with the def2-TZVPD basis set.

## Properties
highest occupied orbital energy	-8.5	eV

Structure (ORCA input):
```
! RIJCOSX wB97M-V def2-TZVPD def2/J DEFGRID3
* xyz 0 1
H -0.3334 -2.0005 -0.4324
C -1.0524 -1.3936 0.1146
C -0.7038 0.0386 0.0173
H -1.0018 -1.6845 1.1647
N 1.1654 1.6843 -0.0778
H -2.0652 -1.5579 -0.2434
C 0.9156 0.3814 -0.0762
H 0.3941 2.3354 -0.0772
H 2.1046 2.0209 -0.2106
O -1.4494 0.9793 0.0137
S 2.0263 -0.8035 -0.1926
*
```

Results of the natural (NBO) charge analysis, in e, for atoms 1 through 2:
1 H 0.26
2 C -0.74

=====

Energy comparison, zero being the most stable, in hartree: version 1 0.0151; version 2 0.0365; version 3 0.1064; version 4 0.0000.

=====

Version 1
Here is the molecule C3H5NOS from OMol25. Energies are from ωB97M-V with the def2-TZVPD basis set.

## Properties
highest occupied orbital energy	-8.5	eV

Structure (ORCA input):
```
! RIJCOSX wB97M-V def2-TZVPD def2/J DEFGRID3
* xyz 0 1
C 0.9045 1.0343 -0.0527
N 0.1095 0.1375 -0.3796
S 2.7013 -0.7828 -0.2583
H -3.0921 -0.8694 0.0877
C -1.2517 0.0035 -0.5297
O 2.2144 0.7516 0.0301
H -1.6645 -1.3022 1.0457
H 3.1735 -0.8586 1.0601
H 0.7118 2.1545 0.1096
H -1.7585 0.4808 -1.4115
C -2.0481 -0.7492 0.2986
*
```

Results of the natural (NBO) charge analysis, in e, for atoms 1 through 2:
1 C 0.44
2 N -0.51

=====

Version 2
Here is the molecule C3H5NOS from OMol25. Energies are from ωB97M-V with the def2-TZVPD basis set.

## Properties
highest occupied orbital energy (spin up / spin down)	-8.8 / -8.9	eV

Structure (ORCA input):
```
! RIJCOSX wB97M-V def2-TZVPD def2/J DEFGRID3
* xyz 0 1
H 1.1897 1.4448 0.2739
H 0.3693 -1.1852 1.1573
C -1.7545 0.1868 0.4375
H 0.2480 0.9809 -1.2049
O -2.3855 1.7823 2.6245
H -2.6411 -0.0019 -0.1317
S -1.4582 0.7361 2.1521
C 0.4332 -0.7119 0.1062
N -0.8806 1.3015 0.5472
C 0.3213 0.8382 -0.0828
H 0.7566 -1.1772 -0.7227
*
```

Results of the natural (NBO) charge analysis, in e, for atoms 1 through 2:
1 H 0.20
2 H 0.20

=====

Version 3
Here is the molecule C3H5NOS from OMol25. Energies are from ωB97M-V with the def2-TZVPD basis set.

## Properties
highest occupied orbital energy	-8.0	eV

Structure (ORCA input):
```
! RIJCOSX wB97M-V def2-TZVPD def2/J DEFGRID3
* xyz 0 1
N -0.1748 1.1608 -0.8890
C 0.7449 1.5564 -1.4984
S 1.1423 -0.9857 0.2521
H -1.4662 1.3173 0.7520
H -1.1887 -1.4679 -0.0232
H -0.8226 -0.8914 1.5342
O 1.7339 -0.2864 1.3797
C -0.6700 -0.6611 0.4040
C -0.9033 0.6614 0.0357
H 0.8590 -2.2167 0.6870
H 0.7454 1.8132 -2.6342
*
```

Results of the natural (NBO) charge analysis, in e, for atoms 1 through 2:
1 N -0.28
2 C 0.03

=====

Energy comparison, zero being the most stable, in hartree: version 1 0.0000; version 2 0.1306; version 3 0.0782.